129
Properties=species:S:1:pos:R:3:forces:R:3:lowdin_charge:R:1 method="wB97M-V/def2-TZVPD" gap_ev=10.73 homo_ev=-10.496 smiles="O=C1OC[C@@H](F)O1.O=C1OC[C@@H](F)O1.O=C1OC[C@@H](F)O1.O=C1OC[C@@H](F)O1.C[C@H]1COC(=O)O1.C[C@H]1COC(=O)O1.C[C@H]1COC(=O)O1.C[C@H]1COC(=O)O1.C[C@H]1COC(=O)O1.COC(=O)OC.COC(=O)OC"
C 3.668561 5.139337 -2.551180 0.56 0.79 -0.18 -0.32
O -0.391052 -2.046372 -0.142688 0.22 -0.34 -0.65 0.07
H -0.537573 -8.064618 -4.035553 0.03 -0.27 0.11 0.14
C 0.481602 6.783183 3.284828 0.91 -2.31 0.68 -0.02
C -3.136429 2.561513 -5.506845 -1.18 0.49 0.52 -0.28
O -1.486629 -0.936643 6.182396 0.42 -0.02 0.17 0.13
H 2.609305 1.464031 4.740865 0.46 -0.42 -2.11 0.15
H -1.492307 -0.271616 1.382388 -0.20 -0.18 -0.26 0.07
H 0.517052 5.943089 3.989059 -0.51 -0.11 -0.06 0.09
C 2.410480 3.239903 -2.488506 1.76 0.49 -0.32 -0.52
C 1.907386 2.199626 4.335851 -0.20 -0.30 2.73 -0.01
C 0.328282 2.291734 6.021730 0.06 1.27 1.06 -0.57
H -4.667802 1.552572 -4.315931 -0.17 0.12 -0.02 0.13
H -3.859247 2.411919 3.493128 -0.02 -0.35 0.06 0.17
H -1.701402 -0.775982 -1.034080 0.09 0.36 -0.16 0.13
C 5.190441 0.257839 -3.535974 0.23 -0.57 1.84 -0.29
C -3.061117 -2.065619 4.339580 0.73 2.05 -0.03 -0.04
O -2.370229 -7.323477 -3.635198 -0.50 -0.76 0.10 0.08
C 0.401250 -0.331648 -1.485278 -0.45 0.09 -0.43 -0.07
C -0.718572 -0.700983 -0.572874 -0.05 0.29 2.52 -0.28
O -3.799340 -0.319876 -2.487615 -0.44 0.44 0.07 0.17
C -0.521872 5.344531 1.691969 0.04 -1.03 -2.13 -0.60
H -0.054794 0.174671 -2.336409 0.64 -0.22 -0.41 0.13
H 0.487230 -6.632559 -0.477319 -0.16 -0.18 0.38 0.06
O -5.926388 1.840800 1.110882 -0.36 -0.25 -0.62 0.07
O -3.917368 -6.107332 -2.516273 0.52 0.30 -0.63 0.14
C -2.336041 2.464833 -3.410241 -0.28 1.28 0.18 -0.54
H 1.333737 -4.617313 1.362196 -0.01 -0.13 0.00 0.09
H 2.261703 3.037960 3.741695 0.21 -0.30 -0.03 0.14
H -0.822441 4.563547 -1.302722 -0.46 0.91 -0.08 0.08
H -6.383203 2.535719 2.978985 0.32 0.02 0.25 0.15
C -0.718022 0.124910 0.713760 -1.53 -0.61 0.72 0.00
H 1.490461 6.708435 2.877504 0.06 0.90 -0.09 0.10
H -0.483101 -8.129594 -0.406895 0.04 -0.16 -0.14 0.09
H 2.916142 5.383823 -0.513947 0.05 -0.11 -0.04 0.13
O 1.584486 2.657501 5.671217 -0.94 1.00 0.56 0.04
C 3.713301 6.195087 -3.635359 0.02 0.23 -0.15 -0.02
H -3.653516 -3.580994 -0.418006 0.22 0.28 -0.21 0.14
C -5.763833 1.771708 2.510650 1.00 -1.21 0.20 -0.05
F -2.983050 3.868848 -5.911681 0.43 0.08 -0.20 0.04
C 7.443791 -0.187414 -3.697940 -0.27 -0.97 -0.44 -0.57
H 5.759848 1.434963 -1.697727 -0.18 -0.31 -0.02 0.14
C 3.456300 -3.988753 1.392100 0.25 -1.89 0.17 -0.33
O 7.362487 0.779775 -2.804096 0.22 1.08 0.62 0.07
C 0.910220 -2.087003 6.796673 -0.05 0.10 -0.42 -0.02
O 8.453867 -0.584929 -4.191738 -0.42 -0.13 0.18 0.16
C -4.279132 2.557544 -4.490706 0.43 0.26 -0.65 -0.06
C -4.304024 -1.248523 -1.942855 1.54 -0.45 0.68 -0.55
H 1.932894 6.235331 -1.646253 -0.45 -0.40 -0.60 0.14
O -0.438892 6.530570 2.228999 -0.44 1.62 0.86 0.02
H 1.673692 -2.848150 6.932635 0.10 0.17 -0.06 0.09
H -5.962763 0.764333 2.876875 -0.60 0.15 -0.11 0.14
O -2.037890 2.196407 -4.709906 0.16 -0.66 -0.87 0.14
H 6.031992 2.247549 -3.245986 -0.10 0.05 0.12 0.12
H 4.661677 -3.396627 -0.347882 0.23 0.30 0.26 0.14
H 3.753790 -1.266080 -3.317803 -0.23 0.17 -0.10 0.09
H 4.496905 5.942639 -4.348396 -0.15 0.05 -0.15 0.09
H 4.625998 4.979225 -2.048854 0.01 0.62 0.07 0.15
F 0.710509 0.349073 3.529293 -0.20 -0.55 0.10 0.05
C -1.353395 4.406510 -0.364911 0.36 -1.52 0.25 -0.05
H -3.616202 -2.624229 3.592946 0.23 -0.95 0.57 0.09
H -3.663537 -1.643141 5.140970 -0.33 -0.26 -0.08 0.10
C 3.762169 -3.120700 0.196390 -1.30 -0.33 -0.56 -0.10
O -4.896581 -2.269674 -2.568719 -1.22 0.07 0.06 0.16
C -1.202902 -2.042833 5.798326 -0.80 0.78 -0.07 -0.62
O 3.438670 3.871536 -3.160913 -1.22 -0.73 0.31 0.06
H 1.052987 -7.960294 -1.385727 -0.25 -0.43 -0.15 0.10
O 0.011943 4.315183 2.022830 0.20 0.14 0.76 0.11
H -1.036103 1.164099 0.626637 0.57 0.13 -0.41 0.08
H 4.573734 -1.097340 -1.852185 0.74 0.55 0.06 0.08
C 3.347968 -1.837271 2.002284 0.42 1.87 -0.02 -0.55
O -1.807471 -6.201406 -1.825477 0.34 0.33 0.63 0.10
O 6.191214 -0.689398 -3.912293 0.73 -0.11 -1.20 0.07
C 2.334437 -5.008649 1.214381 1.43 -0.56 -0.97 -0.02
H 0.022737 -6.190604 -2.746448 -0.07 0.10 0.11 0.15
H -5.026287 -3.151296 0.551293 -0.22 0.82 0.06 0.14
C 0.431051 -2.589265 -1.078884 -1.49 0.24 0.93 -0.56
C -4.242087 1.910820 2.601534 -0.58 1.75 1.30 -0.31
C -0.624771 -6.891772 -2.214592 0.84 -0.68 -0.37 -0.33
H 4.705056 0.665544 -4.421842 0.15 0.10 0.03 0.16
H -2.682157 -1.215268 3.765755 -0.10 0.19 0.13 0.07
O -3.566675 3.012121 -3.356333 -0.06 -0.66 1.03 0.07
H 3.890070 7.218452 -3.298711 0.26 -0.20 0.47 0.09
C -1.177656 -7.949570 -3.162505 1.32 1.00 -0.50 -0.09
O 3.788617 -1.802305 0.730705 0.17 -0.84 -0.78 0.07
O -0.176056 -2.789361 6.185312 -0.34 -0.42 -0.03 0.00
F -6.685712 -2.791261 -1.197665 -0.25 0.19 -0.70 0.07
C -4.976475 2.664125 0.615993 -0.91 1.20 0.77 -0.52
O 3.227536 -0.787164 2.570391 -0.35 -1.15 0.75 0.14
H -5.379259 -4.123722 -2.037494 -0.39 -0.08 0.20 0.15
H 0.222464 2.202804 3.026004 -0.63 -0.10 0.29 0.14
O -5.136564 3.351718 -0.333883 0.84 -0.46 -0.33 0.19
C 0.569607 1.646617 3.899226 0.00 -0.24 -1.03 -0.30
F -3.658155 0.690155 2.489940 0.19 0.00 -0.48 0.07
H 2.908556 -3.285722 -0.469649 0.18 0.70 -0.36 0.11
C -5.421392 -3.131875 -1.592128 0.60 -1.31 0.40 -0.30
C 6.025521 1.279193 -2.741008 0.09 0.78 -0.54 -0.07
C 0.127562 -7.495554 -1.045106 0.26 1.56 0.13 -0.01
O -1.590446 2.376812 -2.492685 0.21 -0.40 -0.17 0.17
H 0.663024 -1.631222 7.754424 -0.25 -0.01 -0.11 0.10
H 0.158347 -0.049789 1.335186 0.50 0.42 -0.60 0.08
H 1.144690 0.322549 -1.036637 0.14 -0.24 0.02 0.13
C -4.523492 -2.921853 -0.383363 0.26 -0.25 -1.20 -0.03
H -3.326633 1.991638 -6.414890 0.69 -0.46 0.28 0.17
O -1.243213 5.484458 0.560166 0.23 0.45 0.38 0.01
O 1.840418 4.108968 -1.660763 -1.83 -0.36 0.63 0.07
H 2.498572 -5.384197 0.196550 -0.65 0.33 -0.26 0.08
H -5.023233 3.305348 -4.747577 -0.17 -0.23 0.03 0.14
O -4.148871 -1.547471 -0.622445 0.00 0.27 0.53 0.06
H -1.226947 -8.885393 -2.601706 -1.05 -0.15 -0.37 0.13
H 4.346629 -4.596280 1.598393 0.06 0.46 0.68 0.15
H 2.742089 6.264583 -4.129714 0.05 -0.36 -0.17 0.09
O 3.138138 -3.091308 2.439675 0.25 0.97 0.27 0.12
O -3.961081 2.788385 1.547045 0.16 -0.84 -1.04 0.12
C 2.526803 5.328205 -1.534156 1.40 -0.14 0.36 -0.08
H 0.255617 7.636027 3.911917 -0.23 0.49 -0.81 0.10
H 3.379910 0.108161 -2.298308 0.14 0.23 -0.16 0.06
O -0.158933 2.555357 7.077746 0.15 -0.37 -0.25 0.16
C -2.784575 -6.474010 -2.680149 -1.40 -0.43 0.80 -0.57
H -0.835624 3.497282 -0.048179 -0.16 0.15 0.67 0.08
H 2.604647 -5.924959 1.741160 -0.64 0.29 0.82 0.08
C 4.200240 -0.494521 -2.681752 -1.15 -0.96 -0.36 -0.02
O -0.324184 1.704275 5.008767 0.97 0.07 -1.32 0.14
O 2.182690 2.078097 -2.572800 -0.48 0.17 -0.22 0.16
O -1.918846 -2.705078 4.894411 -0.03 -1.76 -0.49 0.00
O 0.555023 -3.779010 -1.181783 0.83 0.40 -0.39 0.12
H -2.403667 4.150319 -0.465903 0.00 0.25 -0.36 0.08
H 1.195974 -1.331850 6.062481 0.45 0.10 0.37 0.09
O 0.967114 -1.615153 -1.814087 0.66 -0.34 -1.02 0.08

***

103
Properties=species:S:1:pos:R:3:forces:R:3:lowdin_charge:R:1 method="wB97M-V/def2-TZVPD" gap_ev="5.15 / 5.07" homo_ev="-5.062 / -5.048"
H 1.638600 1.165300 5.149600 -0.16 -0.11 -0.02 0.07
H -1.900400 0.194400 5.017500 0.07 0.02 0.04 0.06
C -0.003000 1.917700 2.820800 -0.19 0.75 0.87 -0.33
H -1.275700 -2.126800 1.401400 -0.55 -0.32 0.97 0.04
C 1.125300 -3.433700 -0.001800 -2.43 -1.72 4.00 -0.49
H -1.001600 -2.839200 2.990100 -0.05 0.09 0.15 0.08
C -4.324500 -0.710900 -1.432300 -0.98 0.36 -0.31 -0.11
C -1.938000 -1.398100 -1.626200 -4.62 -0.92 -6.18 -0.11
C 4.491400 -0.117600 1.838000 -0.13 0.42 -0.05 -0.10
C 1.958800 -1.821000 -1.319200 8.99 2.51 -6.58 -0.43
C -1.479700 -0.692200 3.062800 -0.41 -0.52 0.10 -0.47
H 0.691100 -0.296000 -2.275400 1.00 0.84 -1.18 0.08
C 0.657800 -2.024600 0.000000 1.29 -8.62 6.05 -0.62
H -2.897600 2.083900 2.677400 0.15 0.09 -0.06 0.05
H -2.287000 -2.388300 -1.940100 -0.36 -0.05 -0.11 0.11
C -4.744700 2.434300 -0.191600 -0.23 0.06 -0.34 -0.12
C -0.408500 2.463800 4.049600 0.15 0.43 -0.09 -0.11
F 0.216200 -1.448500 -1.141000 -6.72 0.42 -3.87 -0.32
C -2.970800 -0.710700 -0.738300 -4.73 0.00 -2.09 -0.52
H 4.735400 -0.145700 -1.657200 -0.11 -0.06 0.09 0.09
C -2.540900 2.219100 -2.477500 0.07 0.37 -0.26 -0.09
H 5.830800 1.906700 -2.394400 -0.12 0.00 0.03 0.10
F 2.068600 -3.662400 0.948500 0.62 -1.18 0.60 0.14
H -0.155300 5.792400 3.414500 0.02 -0.11 -0.01 0.10
H 5.004400 -0.488800 2.733000 -0.15 -0.10 -0.15 0.09
H 0.926400 -1.756500 -3.233800 0.15 -0.12 0.10 0.12
C -2.154700 3.130700 -3.460400 -0.07 -0.30 0.17 -0.08
C -0.111000 4.719300 3.252100 0.01 0.02 -0.15 -0.09
H -0.685300 1.830500 4.881700 0.04 -0.09 -0.13 0.08
Si 0.698500 2.224600 0.108500 -0.32 -1.43 -0.35 0.52
H -2.793500 3.306500 -4.320700 0.05 -0.06 0.09 0.10
C 0.328300 2.823700 1.773200 -0.19 1.16 1.58 -0.29
C 1.422100 -1.063700 -2.543600 2.81 1.04 -3.01 -0.04
C -1.839600 -0.781800 4.537800 -0.12 0.07 0.47 -0.11
C 3.111700 3.265900 -0.889100 0.19 -0.50 -0.28 -0.10
C -3.410100 2.616100 1.874100 0.09 -0.08 0.28 -0.12
P 2.372700 -0.693700 0.069000 2.37 3.54 -4.54 1.12
H 3.803400 0.670100 2.157100 0.01 -0.03 -0.08 0.07
H 0.514000 4.925900 1.223700 0.00 -0.21 0.03 0.10
C -0.960200 3.816300 -3.327700 0.23 -0.05 0.12 -0.09
H 0.799200 4.102700 -2.179700 -0.07 -0.17 0.16 0.09
H 2.599900 -3.373700 -2.684900 0.62 0.59 -0.31 0.12
H -4.333100 -0.131100 -2.356000 -0.10 0.04 -0.06 0.06
H 3.926500 -2.383800 -2.087200 0.32 0.54 -0.31 0.08
C -0.506300 2.632300 -1.226200 -0.35 1.53 -0.96 -0.28
O -1.403100 -1.019800 0.000000 4.45 -3.08 10.82 -0.69
H -2.636500 -2.441900 2.482800 0.05 0.10 0.10 0.09
C 3.051400 0.839900 -0.703600 1.45 0.50 -0.44 -0.33
C 1.467100 -2.018200 3.848400 -0.06 -0.34 -0.16 -0.11
H -1.149500 -1.408300 5.105900 0.01 0.06 -0.06 0.06
H 2.684700 4.251300 -0.706400 -0.03 -0.17 0.04 0.10
C 4.334800 3.200900 -1.555200 -0.15 0.12 0.07 -0.09
H 4.560200 -3.168700 0.316000 0.04 0.19 -0.17 0.07
C 4.905000 -2.152100 0.507800 0.14 -0.63 -0.45 -0.10
H -3.108300 -1.362100 0.133200 -1.24 0.21 -0.20 0.13
H -5.120300 -0.347300 -0.776900 -0.05 0.09 -0.08 0.06
H -4.272200 3.340800 -0.584900 0.05 -0.16 0.04 0.08
H 0.688400 -2.440800 4.488800 0.02 0.08 -0.08 0.07
C 4.892100 1.966200 -1.850800 -0.11 -0.19 0.02 -0.08
C 2.974900 -2.839400 -1.803400 6.05 2.75 -1.95 -0.12
C -0.461300 3.843500 4.266900 -0.01 -0.30 -0.09 -0.07
H 3.143700 -3.611900 -1.049700 3.61 1.35 -0.70 0.09
H -5.639700 2.757700 0.353500 0.13 -0.06 0.07 0.08
P -2.310600 0.850500 -0.010100 -1.13 2.32 -0.68 1.06
H 0.459700 -0.035300 5.707500 0.04 0.01 -0.05 0.06
H 4.835200 4.114200 -1.864900 -0.04 -0.10 0.06 0.10
C 4.258000 0.799200 -1.425100 -0.02 0.56 0.17 -0.09
H -1.728300 -0.819900 -2.532200 -0.18 0.23 -0.34 0.11
C -1.595900 -2.098500 2.447700 0.05 -0.60 0.03 -0.10
P 0.110600 0.097300 2.528000 -1.47 3.53 2.44 1.04
H -2.832100 -1.235700 4.652100 0.11 0.01 -0.14 0.09
H -0.650300 4.530000 -4.085300 -0.03 -0.04 0.10 0.10
H -4.392200 0.858200 1.203900 0.21 -0.20 -0.17 0.11
H 1.120600 -2.412200 -0.928700 6.17 -0.73 -7.95 -0.01
H -2.761500 3.423000 1.518100 0.03 -0.10 0.02 0.08
F 0.111500 -4.305800 0.235500 0.27 -0.64 0.31 0.16
C -0.145700 3.566000 -2.226400 -0.32 -0.31 -0.14 -0.08
Os 0.000000 0.000000 0.000000 -0.08 15.00 3.36 1.18
C 1.377200 -0.492600 3.761500 0.42 -0.13 0.28 -0.48
C 0.276900 4.214700 2.014400 -0.15 -0.46 0.33 -0.09
H 2.316000 -0.162200 3.322300 0.12 0.09 -0.29 0.07
H 5.729500 -2.265000 1.223500 -0.25 0.30 0.08 0.09
H 2.427100 -2.314800 4.287500 -0.08 0.13 -0.03 0.09
H -1.001100 -1.546400 -1.084600 -3.73 -2.07 -3.34 -0.07
H 2.228100 -0.576200 -3.103300 0.12 -0.10 -0.19 0.10
H -2.277200 -0.101400 2.613000 0.15 0.31 -0.31 0.07
C 2.421700 2.097300 -0.497500 1.73 0.72 -0.35 -0.27
C -1.756500 1.967300 -1.338300 -0.77 0.90 -0.98 -0.34
H -0.777400 4.227300 5.232900 0.02 -0.07 -0.11 0.10
H 3.332300 -1.907200 1.866200 -0.06 0.11 0.04 0.08
H -3.493700 1.726700 -2.621600 0.08 -0.07 0.19 0.08
H -5.097200 1.840200 -1.035400 0.08 0.04 0.01 0.05
F 1.677300 -3.789500 -1.190800 -10.15 -10.07 3.94 0.00
H 5.338500 -1.742900 -0.405100 -0.07 -0.04 0.06 0.07
H -4.604900 -1.735200 -1.707900 0.19 0.07 0.06 0.08
H 2.182600 -0.374000 5.768900 -0.05 -0.10 -0.15 0.08
H 5.253800 0.360600 1.212500 -0.22 -0.10 -0.03 0.08
C 1.397200 0.098500 5.166500 0.04 0.42 0.38 -0.11
F 0.634300 -1.312700 1.149600 -1.09 -8.35 10.22 -0.40
H 1.395000 -2.500100 2.868600 0.01 0.00 0.38 0.05
C -3.811600 1.666600 0.742000 -0.40 0.89 0.35 -0.50
C 3.802200 -1.285900 1.099200 0.00 -0.01 1.46 -0.44
H -4.295400 3.078800 2.325600 0.02 -0.04 -0.16 0.08

***

Electronic energy (a.u.)
-4362.8543 -3457.6329
M (g/mol)
1114.8 933.1